# CH3NOS

A single CH3NOS molecule in a non-equilibrium geometry (wB97M-V/def2-TZVPD, the Open Molecules 2025 dataset).

Calculated values
HOMO, eV: -9.8
Total charge: 0
HOMO-LUMO gap, hartree: 0.3609
Molar mass, g/mol: 77.11

The geometry in XYZ format:
```
7
Properties=species:S:1:pos:R:3:forces:R:3
C -1.070920 -0.149155 -0.385598 3.3884 -0.9364 -0.2968
N -0.436523 0.905151 -0.051823 0.0153 0.0974 0.3816
O 1.229974 -1.212770 0.012970 1.4157 5.7290 0.0985
S 1.290529 0.638244 -0.016198 -0.5530 -5.7155 1.8310
H -2.099806 -0.125987 -0.325061 -2.2127 0.2408 -0.1789
H -0.455542 -1.098683 -0.649974 -1.2403 1.3992 0.5436
H 1.542289 1.043200 1.415686 -0.8133 -0.8145 -2.3790
```
Forces are in eV/Å.


# CH3NOS

A 2-piece molecular cluster, CH3NOS overall in a non-equilibrium geometry (wB97M-V/def2-TZVPD, the Open Molecules 2025 dataset).

Calculated values
HOMO, eV: -9.7
Total charge: 0
HOMO-LUMO gap, hartree: 0.3596
Molar mass, g/mol: 77.11

The geometry in XYZ format:
```
7
Properties=species:S:1:pos:R:3:forces:R:3
C -0.310872 0.263215 0.645629 0.4277 -0.9995 -0.9155
N 0.603303 0.566944 -0.480823 -2.7795 4.1592 -3.0030
O 0.971076 -1.923490 -0.325259 0.2773 -0.8285 0.1289
S -0.078616 -0.981547 -0.662560 -0.1713 0.2824 0.2542
H 0.191150 -0.015437 1.583671 -0.4241 0.4285 -0.4320
H -1.304075 0.675135 0.573184 -0.0421 0.2486 0.7200
H -0.071966 1.415180 -1.333841 2.7120 -3.2906 3.2474
```
Forces are in eV/Å.


# CH3NS2

CH3NS2 as an isolated structure in a non-equilibrium geometry (wB97M-V/def2-TZVPD, the Open Molecules 2025 dataset).

Calculated values
HOMO (alpha / beta), eV: -8.8 / -8.1
Total charge: 0
HOMO-LUMO gap (alpha / beta), hartree: 0.2754 / 0.2300
Molar mass, g/mol: 93.18

The geometry in XYZ format:
```
7
Properties=species:S:1:pos:R:3:forces:R:3
C -0.742635 -1.727180 -1.516899 -0.2410 -0.4177 0.4499
N -1.570859 0.312742 -0.158573 -0.5172 -1.0668 0.7552
S -1.352680 -3.063716 -0.963197 0.2326 0.4635 -0.3558
S -0.860955 -0.073260 -1.546582 -0.6463 -0.5120 0.7668
H 0.778541 -2.042483 -2.991638 0.2783 -1.2967 -1.4056
H -2.008790 -0.546627 0.333478 0.8615 1.6471 -1.2430
H 0.832945 -2.598261 -3.565570 0.0321 1.1825 1.0325
```
Forces are in eV/Å.


# CH3NS2

A 2-piece molecular cluster, CH3NS2 overall in a non-equilibrium geometry (wB97M-V/def2-TZVPD, the Open Molecules 2025 dataset).

Calculated values
HOMO, eV: -9.4
Total charge: 0
HOMO-LUMO gap, hartree: 0.3627
Molar mass, g/mol: 93.18
Structure (SMILES): N=C=S.S

The geometry in XYZ format:
```
7
Properties=species:S:1:pos:R:3:forces:R:3
N -0.875151 0.619687 0.498894 -0.8734 0.1099 -0.5246
C -2.058358 0.680904 0.296824 0.2513 -0.4956 1.9271
S -3.587392 0.557462 0.649048 -0.2782 0.2035 -0.8467
H -0.069086 0.957689 0.045905 0.6395 0.3529 -0.4837
S 1.876948 -0.794150 -0.043170 -0.7415 0.4527 0.9827
H 2.042188 -0.209425 -1.213751 0.3213 -0.0327 -0.6044
H 2.670849 -1.812166 -0.233751 0.6810 -0.5906 -0.4504
```
Forces are in eV/Å.


# CH3NS2

A 2-piece molecular cluster, CH3NS2 overall in a non-equilibrium geometry (wB97M-V/def2-TZVPD, the Open Molecules 2025 dataset).

Calculated values
HOMO (alpha / beta), eV: -8.6 / -8.0
Total charge: 0
HOMO-LUMO gap (alpha / beta), hartree: 0.2944 / 0.2840
Molar mass, g/mol: 93.18

The geometry in XYZ format:
```
7
Properties=species:S:1:pos:R:3:forces:R:3
C -1.028799 -0.520497 -0.804879 0.0008 -1.4829 2.1640
N 1.074650 0.468914 0.560690 0.5024 -0.4052 -1.4932
S -2.433068 -0.901499 -1.421605 0.5525 0.2183 -0.2037
S 0.135617 0.664308 -0.903047 0.7093 0.3338 0.5493
H -0.391400 -1.596681 0.837510 -0.4958 1.1066 -1.6037
H 0.641148 0.985853 1.278803 -0.8675 0.6223 1.0245
H 2.001852 0.899603 0.452529 -0.4017 -0.3928 -0.4372
```
Forces are in eV/Å.


# CH3NS3

A single CH3NS3 molecule in a non-equilibrium geometry (wB97M-V/def2-TZVPD, the Open Molecules 2025 dataset).

Calculated values
HOMO, eV: -8.5
Total charge: 0
HOMO-LUMO gap, hartree: 0.3212
Molar mass, g/mol: 125.24
Structure (SMILES): S=C(S)NS

The geometry in XYZ format:
```
8
Properties=species:S:1:pos:R:3:forces:R:3
S 0.600153 0.404758 -1.668714 0.3707 -0.1743 -0.9001
C -0.342051 -0.009805 -0.426287 -0.8240 0.2020 1.1063
S -1.927948 -0.834958 -0.628725 1.1755 0.7651 -2.0116
N 0.032281 0.245769 0.873791 -0.8206 0.1988 1.9430
S 1.609337 0.770224 1.242513 0.1161 0.7474 0.3153
H -1.698224 -0.689539 -2.054040 -0.7116 -0.3740 2.1239
H -0.592027 0.430260 1.736963 0.8736 -1.0161 -2.5030
H 2.318479 -0.316709 0.924499 -0.1797 -0.3489 -0.0738
```
Forces are in eV/Å.


# CH3O2P

A 2-piece molecular cluster, CH3O2P overall in a non-equilibrium geometry (wB97M-V/def2-TZVPD, the Open Molecules 2025 dataset).

Calculated values
HOMO, eV: -9.5
Total charge: 0
HOMO-LUMO gap, hartree: 0.3227
Molar mass, g/mol: 78.01
Structure (SMILES): C=O.O=P

The geometry in XYZ format:
```
7
Properties=species:S:1:pos:R:3:forces:R:3
C -1.883560 0.471696 -0.740767 1.6467 -2.7561 -0.3348
O -0.930214 -0.135871 -1.181506 -0.4860 0.9559 0.1081
H -2.314007 0.150767 0.171530 -0.4219 -0.1383 1.6880
H -2.465923 1.149708 -1.269737 -0.7356 1.9066 -1.4520
O 2.188652 0.255959 0.213974 -0.2130 1.5313 -0.7602
P 2.330566 -1.075892 0.773984 0.3828 -1.2722 0.9866
H 3.074485 -0.816365 2.032519 -0.1730 -0.2272 -0.2358
```
Forces are in eV/Å.


# CH3O2S

CH3O2S as an isolated structure in a non-equilibrium geometry (wB97M-V/def2-TZVPD, the Open Molecules 2025 dataset).

Calculated values
HOMO, eV: -3.9
Total charge: -1
HOMO-LUMO gap, hartree: 0.3000
Molar mass, g/mol: 79.10

The geometry in XYZ format:
```
7
Properties=species:S:1:pos:R:3:forces:R:3
S -1.085833 -1.844681 0.376822 -0.8497 0.3944 -0.0059
H -2.248786 -1.118118 0.209544 0.7032 -0.6228 0.0968
O 1.621326 2.172784 -0.488290 0.0757 0.0848 0.4745
C 1.050217 1.099335 -0.455656 -0.3034 -0.6614 -1.8498
O -0.055124 0.815847 0.133791 -0.2357 0.2373 1.2729
H 1.371557 0.292828 -1.179969 0.2267 0.1053 0.6995
H -0.359244 -0.275676 0.319169 0.3832 0.4623 -0.6880
```
Forces are in eV/Å.


# CH3O3

A 2-piece molecular cluster, CH3O3 overall in a non-equilibrium geometry (wB97M-V/def2-TZVPD, the Open Molecules 2025 dataset).

Calculated values
HOMO, eV: -4.1
Total charge: -1
HOMO-LUMO gap, hartree: 0.3071
Molar mass, g/mol: 63.03

The geometry in XYZ format:
```
7
Properties=species:S:1:pos:R:3:forces:R:3
O 1.267740 -2.704109 -1.112000 0.8145 0.5995 0.0238
H 2.205299 -2.406409 -1.136590 -1.1799 -0.1906 0.1011
H 0.764140 -1.913259 -0.813330 0.2024 -0.1344 0.0054
O -1.774299 -0.134660 1.540429 1.6801 0.4086 -1.1893
O 0.000000 0.000000 0.000000 -1.5000 -0.2224 1.2642
C -0.609610 0.145690 1.128040 0.1108 -0.7085 -0.5584
H 0.095810 0.557950 1.889699 -0.1280 0.2478 0.3532
```
Forces are in eV/Å.


# CH3O3

A 2-piece molecular cluster, CH3O3 overall in a non-equilibrium geometry (wB97M-V/def2-TZVPD, the Open Molecules 2025 dataset).

Calculated values
HOMO, eV: -4.2
Total charge: -1
HOMO-LUMO gap, hartree: 0.3175
Molar mass, g/mol: 63.03

The geometry in XYZ format:
```
7
Properties=species:S:1:pos:R:3:forces:R:3
O 4.131968 -0.439750 0.179110 1.6963 0.4152 0.8292
H 3.243269 -0.742180 0.474080 -0.6653 -0.3542 0.0427
H 4.661548 -0.382000 1.006440 -0.6432 -0.0794 -0.9614
O 1.725399 -1.209450 0.671000 0.3491 0.4132 1.0728
O 0.000000 0.000000 0.000000 0.5513 0.6145 1.2876
C 1.044040 -0.146180 0.693190 -1.2832 -0.7534 -2.5649
H 1.439059 0.762490 1.208920 -0.0050 -0.2559 0.2939
```
Forces are in eV/Å.